No. 1
Here is a molecular structure, C33H66O13 from the OMol25 dataset. Energies are from ωB97M-V/def2-TZVPD.

Calculated values
relative energy (zero: lowest compared OMol25 entry of this formula, charge and spin): 477.37 kcal/mol
HOMO energy: -0.32339 Ha
charge: 0
E_LUMO: -0.03219 hartree
DFT total energy: -2274.315933 Eh
gap between HOMO and LUMO: 7.92 eV

Geometry as XYZ:
```
112
Properties=species:S:1:pos:R:3:forces:R:3:lowdin_charge:R:1
O 5.260 -1.518 1.912 -0.30 -0.12 -0.71 0.11
C 4.677 -1.095 0.953 -0.52 2.30 -0.41 -0.43
O 4.176 0.249 0.944 -0.33 -1.65 -0.21 -0.09
C 4.280 1.049 2.168 -6.17 -2.94 0.86 -0.22
C 3.482 2.288 1.988 0.69 3.67 1.35 -0.09
C 4.307 -1.816 -0.394 -1.93 -0.10 4.84 0.05
H 5.249 1.113 2.247 5.16 0.98 1.46 0.06
H 3.751 0.494 3.099 1.62 0.71 -2.15 0.17
H 3.272 2.875 2.990 0.56 -1.57 -1.50 0.12
H 2.492 2.127 1.601 -0.30 -0.26 -0.45 0.04
H 4.043 3.108 1.433 -0.77 -1.18 0.04 0.09
H 3.355 -1.375 -0.746 0.92 -0.47 -0.31 0.07
H 4.213 -2.830 0.055 -0.61 0.22 -0.85 0.08
H 5.122 -1.903 -1.001 1.91 0.40 -2.07 0.05
O -1.088 2.494 -1.436 -0.77 -0.51 0.62 0.11
C -0.749 3.153 -2.375 0.71 -0.11 0.20 -0.54
O -0.548 2.634 -3.587 0.87 1.07 -1.09 -0.03
C -0.902 1.277 -3.878 -3.85 2.11 0.86 -0.28
C -0.463 0.893 -5.207 -3.39 -0.08 -3.78 -0.09
C -0.299 4.587 -2.239 -1.13 -1.33 -4.42 0.05
H -2.054 1.353 -3.912 1.55 -0.75 0.51 0.15
H -0.558 0.690 -3.075 0.19 -1.14 0.82 0.08
H 0.589 0.708 -5.190 0.57 -0.65 -0.71 0.04
H -0.742 1.787 -6.018 0.89 -2.38 2.15 0.14
H -1.293 -0.051 -5.523 3.17 2.40 0.70 0.16
H -0.515 5.142 -3.185 -0.23 -0.27 0.82 0.11
H 0.734 4.508 -2.279 2.10 0.27 0.75 0.04
H -0.761 4.976 -1.426 -0.81 1.43 2.53 0.04
O 4.287 -0.924 -3.648 -0.91 -0.74 1.49 0.08
C 4.365 0.142 -4.206 0.42 -2.00 2.08 -0.58
O 3.962 1.270 -3.670 2.49 1.50 -2.23 0.02
C 3.382 1.484 -2.406 2.63 3.15 0.82 -0.20
C 2.995 2.956 -2.432 1.19 1.92 2.43 -0.05
C 5.030 0.106 -5.499 -2.55 0.14 -1.72 0.03
H 3.851 1.163 -1.475 0.67 -0.22 -0.50 0.13
H 2.572 1.006 -2.589 -5.97 -3.49 0.38 0.04
H 2.424 3.146 -3.338 0.30 0.33 -0.10 0.07
H 3.933 3.675 -2.269 -1.94 -1.55 -0.87 0.13
H 2.332 3.252 -1.540 0.85 -0.83 -1.15 0.09
H 4.136 0.115 -6.235 1.97 1.06 0.36 0.14
H 5.439 -0.858 -5.645 0.28 -1.08 0.24 0.08
H 5.850 0.757 -5.455 0.67 1.75 -1.13 0.08
C -4.315 -3.804 0.340 1.80 0.21 1.97 0.00
C -3.375 -3.018 1.321 4.45 -0.39 -1.74 -0.17
O -2.085 -2.674 1.001 -10.97 -7.08 1.53 -0.07
C -3.874 -2.821 2.749 -0.57 3.26 -3.20 0.01
H -4.639 -4.777 0.757 0.68 0.40 -0.22 0.11
H -4.070 -3.791 -0.677 1.82 -0.82 -1.35 0.06
H -5.191 -3.312 0.161 -2.91 1.86 0.73 0.04
H -4.757 -2.081 2.711 0.83 -1.53 0.13 0.15
H -3.129 -2.263 3.244 0.24 -0.16 -0.23 -0.01
H -4.039 -3.704 3.256 -0.81 -1.93 0.89 0.08
C -1.686 4.054 4.221 2.26 -1.74 -6.43 0.01
C -1.745 5.004 3.014 -1.87 5.09 -0.10 -0.35
O -2.166 6.276 3.036 2.09 -6.66 0.62 -0.05
C -1.333 4.475 1.683 3.38 0.89 -0.77 -0.06
H -2.029 4.509 4.975 -2.97 3.23 5.96 0.00
H -0.656 3.827 4.402 0.87 -0.17 -0.01 0.09
H -2.157 3.103 3.995 -0.31 0.05 -0.10 0.07
H -1.573 5.237 0.934 0.27 0.00 0.17 0.07
H -1.794 3.588 1.361 -0.66 -1.51 0.04 0.03
H -0.131 4.205 1.590 -3.04 0.74 0.53 0.15
C 1.274 -4.120 -0.468 4.34 4.91 1.43 -0.03
C 2.009 -4.961 0.445 11.40 -3.05 -0.99 -0.23
O 3.461 -5.219 0.219 -8.97 1.96 1.16 -0.13
C 1.421 -5.739 1.554 5.21 4.96 2.80 -0.01
H 0.468 -4.491 -0.828 -5.70 -2.84 -1.98 0.02
H 1.758 -3.633 -1.325 0.89 -0.95 0.25 0.09
H 0.977 -3.156 0.009 -0.23 -0.74 0.44 0.10
H 1.540 -6.697 1.596 0.98 -5.81 -0.74 0.03
H 0.522 -5.472 1.469 -7.91 1.33 0.04 -0.01
H 1.713 -5.474 2.673 -0.05 0.26 -2.43 0.17
C 0.767 0.104 -0.211 -4.61 -3.33 -0.54 -0.03
C -0.008 0.181 1.056 -0.20 3.71 4.21 -0.24
O -0.060 1.385 1.823 -0.01 -7.32 -4.71 -0.14
C -0.553 -1.239 1.554 -7.03 12.73 0.14 -0.02
H 0.272 0.007 -1.206 -0.83 0.28 1.03 0.09
H 1.277 -0.805 -0.273 1.17 -1.61 0.52 0.05
H 1.361 0.837 -0.328 4.50 5.43 -0.50 -0.01
H -1.395 -1.750 0.796 3.40 3.71 1.03 0.01
H -1.114 -0.709 2.557 1.46 -2.59 -2.25 0.14
H 0.177 -1.809 1.629 6.58 -5.51 1.32 -0.04
C -0.266 -3.978 -4.266 -1.85 0.86 1.21 -0.03
C 0.224 -2.688 -3.755 1.90 3.57 6.31 -0.27
O -0.168 -2.220 -2.529 1.84 -2.55 -7.29 -0.07
C 1.538 -2.050 -4.519 -2.88 -2.04 3.56 0.02
H -0.575 -4.538 -3.400 -0.06 -0.51 0.22 0.09
H 0.246 -4.549 -4.968 1.82 -0.66 -0.88 0.07
H -1.170 -3.772 -4.802 -1.03 0.32 -0.28 0.09
H 1.807 -1.109 -4.184 -0.16 2.11 0.73 0.02
H 1.205 -2.045 -5.488 0.28 -0.30 -2.79 0.04
H 2.380 -2.625 -4.151 0.11 -0.79 -0.81 0.09
C -2.229 -1.756 5.239 -1.95 4.51 -3.11 -0.02
C -2.795 -0.632 6.012 -5.08 0.54 4.93 -0.28
O -3.679 -0.846 7.053 5.47 1.35 -6.29 -0.07
C -2.399 0.790 5.520 -3.14 -1.44 0.38 -0.02
H -2.447 -1.694 4.115 1.25 1.13 2.56 0.06
H -2.616 -2.600 5.494 -2.39 -5.36 2.03 0.03
H -1.245 -1.753 5.385 4.32 -0.03 0.33 0.07
H -1.824 0.754 4.648 0.54 -0.41 -1.80 0.04
H -1.746 1.250 6.174 0.96 1.10 2.03 0.06
H -3.334 1.398 5.347 1.06 -0.61 0.32 0.10
C -4.069 0.975 0.923 3.98 2.89 4.55 0.02
C -4.624 2.133 1.885 2.41 -3.77 5.05 -0.28
O -4.630 1.912 3.225 -0.21 1.62 -7.90 -0.05
C -5.041 3.341 1.168 0.43 0.29 4.75 -0.01
H -3.021 0.552 1.201 -1.56 1.29 -0.30 0.12
H -4.138 1.113 -0.066 -0.05 1.25 -3.64 0.03
H -4.662 0.234 1.138 -3.49 -4.45 1.26 -0.01
H -5.591 3.151 0.366 -2.12 -0.95 -3.67 0.05
H -4.242 3.985 0.980 1.61 0.81 -0.59 0.08
H -5.629 3.838 1.898 -0.86 0.99 0.49 0.09
```
Positions in Å, forces in eV/Å.

=====

No. 2
Here is a single Cl2O2S2 molecule from the OMol25 dataset. Energies are from ωB97M-V/def2-TZVPD.

Calculated values
relative energy (zero: lowest compared OMol25 entry of this formula, charge and spin): 1.83 kcal/mol
SMILES: O=S(Cl)#S(=O)Cl
HOMO energy: -0.36447 Ha
charge: 0
E_LUMO: -0.04199 hartree
DFT total energy: -1867.189289 Eh
gap between HOMO and LUMO: 8.78 eV

Geometry as XYZ:
```
6
Properties=species:S:1:pos:R:3:forces:R:3:nbo_charge:R:1
O 0.421 1.054 1.447 1.48 1.22 0.30 -0.84
S -0.697 0.739 0.624 -0.93 -1.32 -0.19 1.12
Cl -1.565 -0.772 1.749 -0.63 -0.22 -0.28 -0.25
S 0.366 -0.837 -0.754 -0.25 1.27 -0.67 1.09
O 1.686 -0.308 -0.512 0.58 -0.57 0.40 -0.84
Cl -0.212 0.124 -2.555 -0.26 -0.39 0.43 -0.27
```
Positions in Å, forces in eV/Å.

=====

No. 3
Here is a molecular structure, C4H6N2O from the OMol25 dataset. Energies are from ωB97M-V/def2-TZVPD.

Calculated values
relative energy (zero: lowest compared OMol25 entry of this formula, charge and spin): 136.47 kcal/mol
HOMO energy: -0.31162 Ha
charge: 0
E_LUMO: 0.02924 hartree
DFT total energy: -340.577432 Eh
gap between HOMO and LUMO: 9.28 eV

Geometry as XYZ:
```
13
Properties=species:S:1:pos:R:3:forces:R:3:nbo_charge:R:1
C 1.645 -1.214 1.563 3.39 -0.98 1.04 -0.43
C -0.073 -0.411 0.262 -3.88 3.93 -1.47 0.55
C -1.543 0.088 -0.130 3.84 -1.66 0.68 -0.33
C -1.436 0.953 -1.101 -1.40 0.48 -2.36 -0.02
H 2.016 -0.260 2.559 -1.18 -3.22 -3.20 0.20
H 2.268 -1.038 0.574 -0.59 -0.17 2.37 0.19
H 1.985 -2.485 1.958 -1.19 4.29 -0.92 0.20
H -2.381 -0.221 0.336 -2.46 -1.20 1.33 0.22
H -2.139 1.383 -1.865 0.44 -0.35 1.44 0.23
H 0.318 1.153 -2.163 0.12 0.23 -2.57 0.38
N 0.267 -1.122 1.215 0.40 -0.69 0.87 -0.54
N -0.153 1.273 -1.326 2.18 0.62 1.39 -0.28
O 0.697 0.491 -0.523 0.33 -1.28 1.39 -0.37
```
Positions in Å, forces in eV/Å.

=====

No. 4
Here is a molecular structure, C18H18BrEuO from the OMol25 dataset. Energies are from ωB97M-V/def2-TZVPD.

Calculated values
HOMO energy (spin up / spin down): -0.15125 / -0.15125 Ha
charge: -1
E_LUMO (spin up / spin down): 0.05390 / 0.04919 hartree
DFT total energy: -4056.292802 Eh
2S+1: 8
gap between HOMO and LUMO (spin up / spin down): 5.58 / 5.45 eV

Geometry as XYZ:
```
39
Properties=species:S:1:pos:R:3:forces:R:3:nbo_charge:R:1
C 0.048 2.449 -0.962 0.00 -0.43 -0.18 -0.32
C 1.273 1.802 -1.286 -0.20 -0.27 -0.23 -0.33
C 1.014 0.820 -2.288 -0.78 0.31 0.17 -0.37
H 2.238 2.074 -0.858 -0.32 -0.10 0.02 0.29
C -0.391 0.871 -2.590 0.33 -0.14 0.35 -0.39
C -0.983 1.874 -1.758 0.21 -0.33 0.00 -0.38
H -2.038 2.169 -1.774 0.47 -0.10 0.01 0.22
H -0.044 3.268 -0.247 0.06 -0.35 -0.19 0.26
H 1.749 0.176 -2.775 -0.26 0.24 0.21 0.23
H -0.898 0.283 -3.360 0.15 0.22 0.32 0.22
C 1.177 -1.168 2.125 -0.60 0.51 0.19 -0.35
C 1.653 0.174 1.982 -0.64 -0.41 -0.01 -0.34
C 0.598 1.058 2.351 -0.13 -0.23 -0.19 -0.32
H 2.650 0.497 1.690 -0.29 0.00 0.05 0.27
C -0.539 0.279 2.710 0.35 -0.25 -0.47 -0.38
C -0.183 -1.104 2.577 0.45 0.10 -0.43 -0.37
H -0.820 -1.964 2.806 0.25 0.36 -0.13 0.22
H 1.742 -2.080 1.930 -0.23 0.32 0.03 0.23
H 0.706 2.143 2.376 -0.05 -0.36 -0.11 0.28
H -1.502 0.657 3.061 0.37 -0.11 -0.09 0.22
Eu -0.179 -0.199 -0.048 1.03 0.34 0.94 1.80
O 0.086 -2.323 -0.589 -0.44 1.00 0.27 -0.91
C -0.209 -2.712 -1.905 0.63 -0.23 0.16 -0.13
C -1.667 -2.788 -2.190 0.36 1.28 -0.35 -0.15
H 0.251 -1.992 -2.612 -0.06 -0.54 -0.04 0.16
H 0.217 -3.728 -2.040 0.01 0.35 -0.34 0.16
H -2.112 -1.938 -2.719 -0.02 -0.45 -0.12 0.18
H -3.723 -3.777 -3.567 0.02 -0.27 0.29 0.21
C -3.499 -4.359 -2.667 0.65 0.54 0.28 -0.22
C -2.440 -3.889 -1.820 -1.36 -1.79 0.61 -0.01
C -2.171 -4.653 -0.629 0.37 0.60 -0.80 -0.23
H -1.390 -4.283 0.045 -0.31 -0.16 -0.27 0.24
C -2.872 -5.813 -0.358 -0.23 -0.14 -0.10 -0.21
H -2.659 -6.362 0.561 -0.08 0.11 -0.28 0.21
C -3.845 -6.285 -1.250 0.15 0.25 -0.05 -0.23
H -4.373 -7.210 -1.039 0.06 0.10 -0.04 0.21
C -4.141 -5.554 -2.410 -0.13 -0.17 0.32 -0.23
H -4.886 -5.928 -3.112 0.12 0.09 0.19 0.21
Br 2.990 3.538 1.269 0.06 0.09 0.04 -0.97
```
Positions in Å, forces in eV/Å.

=====

No. 5
Here is 11 unconnected molecules or ions with the total composition F6H20O10P from the OMol25 dataset. Energies are from ωB97M-V/def2-TZVPD.

Calculated values
relative energy (zero: lowest compared OMol25 entry of this formula, charge and spin): 6.48 kcal/mol
HOMO energy (spin up / spin down): -0.38972 / -0.38972 Ha
charge: 0
E_LUMO (spin up / spin down): -0.01700 / -0.30301 hartree
DFT total energy: -1704.975652 Eh
2S+1: 2
gap between HOMO and LUMO (spin up / spin down): 10.14 / 2.36 eV

Geometry as XYZ:
```
37
Properties=species:S:1:pos:R:3:forces:R:3:nbo_charge:R:1
P -0.216 -0.072 -0.014 2.56 -0.02 0.10 2.61
F -0.298 1.290 -0.883 -0.88 -0.78 0.27 -0.58
F -0.649 -1.020 -1.254 -0.85 0.29 0.58 -0.58
F 1.335 -0.271 -0.526 -1.18 -0.03 0.79 -0.58
F -0.117 -1.366 1.012 -0.76 -1.06 -1.67 -0.61
F 0.266 0.708 1.283 -0.28 0.88 -0.18 -0.58
F -1.775 0.091 0.502 0.13 0.05 -0.60 -0.61
O 1.875 -1.289 2.595 0.59 0.02 0.32 -0.94
H 1.138 -0.899 2.126 0.26 0.04 0.26 0.47
H 1.556 -2.148 2.872 0.00 -0.19 0.11 0.46
O 1.929 2.860 -1.776 -0.22 0.33 -0.29 -0.94
H 2.617 2.235 -2.003 0.29 -0.02 0.13 0.47
H 1.218 2.320 -1.432 0.08 -0.11 0.09 0.46
O -1.085 4.431 -0.072 -0.08 0.20 -0.01 -0.93
H -0.647 3.664 -0.439 0.26 -0.14 -0.13 0.47
H -1.667 4.077 0.600 -0.17 -0.04 0.18 0.46
O 2.175 -3.291 -0.963 -0.20 -0.16 -0.22 -0.95
H 2.820 -3.772 -0.444 0.18 -0.14 0.11 0.47
H 1.997 -2.501 -0.452 -0.01 0.38 0.16 0.48
O 4.291 1.160 -0.382 0.17 0.18 -0.27 -0.94
H 3.851 0.517 -0.938 -0.10 -0.27 -0.05 0.46
H 4.371 0.728 0.468 -0.07 -0.03 0.31 0.48
O -1.868 -3.397 -0.080 -0.30 -0.08 0.83 -0.71
H -1.463 -2.561 -0.308 0.66 0.63 -0.35 0.50
H -2.321 -3.670 -0.878 -0.41 -0.31 -0.48 0.50
O -2.381 0.158 -3.224 -0.46 -0.31 0.37 -0.96
H -2.451 0.971 -3.724 -0.13 0.25 -0.21 0.49
H -1.680 0.322 -2.594 0.53 0.05 0.03 0.48
O -2.198 -2.121 2.627 -0.66 -0.49 0.29 -0.67
H -2.246 -1.192 2.404 0.05 0.69 -0.08 0.49
H -1.551 -2.481 2.020 0.52 -0.30 -0.33 0.50
O 1.680 2.636 2.279 0.21 0.20 0.27 -0.94
H 1.054 1.976 1.981 0.23 0.18 0.06 0.47
H 1.162 3.436 2.370 0.01 0.30 -0.01 0.46
O -3.937 -0.640 -0.855 -1.05 -0.87 0.47 -0.64
H -3.544 -0.376 -1.688 0.47 0.43 -1.44 0.51
H -3.241 -0.513 -0.211 0.61 0.25 0.63 0.49
```
Positions in Å, forces in eV/Å.

=====

No. 6
Here is 11 unconnected molecules or ions with the total composition C13H48O13 from the OMol25 dataset. Energies are from ωB97M-V/def2-TZVPD.

Calculated values
relative energy (zero: lowest compared OMol25 entry of this formula, charge and spin): 3.91 kcal/mol
SMILES: OCCO.OCCO.CO.CO.CO.CO.CO.CO.CO.CO.CO
HOMO energy: -0.36104 Ha
charge: 0
E_LUMO: 0.02303 hartree
DFT total energy: -1502.027258 Eh
gap between HOMO and LUMO: 10.45 eV

Geometry as XYZ:
```
74
Properties=species:S:1:pos:R:3:forces:R:3:lowdin_charge:R:1
O 0.981 -1.818 -2.914 -0.90 -1.60 0.79 -0.09
C 1.468 -2.298 -1.644 1.64 0.18 -0.64 -0.21
C 1.052 -3.709 -1.318 -0.54 -0.69 0.22 -0.20
O -0.285 -3.900 -0.752 1.04 0.51 -1.16 -0.10
H 1.354 -0.969 -3.178 0.66 0.62 0.29 0.04
H 2.614 -2.354 -1.673 -1.38 0.26 -0.01 0.14
H 1.182 -1.672 -0.818 -0.17 0.65 0.29 0.11
H 1.653 -4.065 -0.483 0.56 -0.04 -0.42 0.12
H 1.210 -4.305 -2.250 -0.26 0.00 0.82 0.13
H -0.831 -3.651 -1.512 -0.75 -0.06 0.06 0.03
O 0.794 2.124 2.345 0.02 0.50 1.26 -0.11
C 0.523 1.569 3.649 1.40 -1.16 0.05 -0.19
C 0.876 0.018 3.589 -0.14 2.63 0.64 -0.24
O 0.457 -0.435 2.379 0.77 -0.99 -1.65 -0.06
H 0.739 1.388 1.724 -0.02 -0.45 0.07 0.08
H 1.135 1.983 4.487 -0.17 0.31 -1.03 0.12
H -0.516 1.714 3.936 -0.31 -0.04 -0.22 0.10
H 0.348 -0.390 4.442 0.21 -0.72 0.31 0.12
H 1.955 -0.141 3.580 -0.06 0.11 0.62 0.13
H -0.487 -0.455 2.328 -1.57 -0.47 -0.23 0.03
C -2.161 2.368 1.405 0.54 0.81 1.99 -0.17
O -3.420 2.745 0.864 0.77 0.08 0.78 -0.08
H -2.224 2.759 2.451 0.62 0.14 -0.75 0.09
H -1.877 1.308 1.611 -0.86 0.37 -1.02 0.06
H -1.338 2.844 0.855 -0.19 -0.06 0.20 0.07
H -3.671 2.042 0.310 -0.86 -1.24 -1.35 0.05
C 0.503 2.811 -1.947 0.26 0.32 -1.03 -0.08
O 1.771 2.854 -2.663 -1.65 -0.81 -0.92 -0.14
H 0.711 2.850 -0.891 -0.14 -0.06 0.46 0.05
H -0.161 3.665 -2.238 0.67 -0.61 0.23 0.10
H -0.020 1.867 -2.222 0.56 0.62 0.23 0.09
H 2.439 3.372 -2.238 0.29 0.55 1.17 0.03
C 3.849 5.258 -0.968 -0.41 1.04 -0.96 -0.16
O 3.344 4.031 -0.548 -0.43 -0.90 1.29 -0.15
H 3.503 5.345 -2.035 0.25 0.68 0.96 0.09
H 3.540 6.109 -0.310 -0.07 -0.59 -0.80 0.10
H 4.928 5.259 -1.002 0.56 -0.08 0.09 0.06
H 3.034 4.103 0.379 -0.04 -0.03 -0.70 0.08
C -1.485 -4.046 -4.170 0.94 -2.18 -2.21 -0.18
O -1.434 -3.121 -3.190 0.11 2.19 2.10 -0.16
H -1.733 -3.645 -5.164 -0.04 0.08 0.20 0.09
H -0.527 -4.618 -4.290 -0.49 0.43 0.08 0.10
H -2.236 -4.806 -3.926 -0.04 0.21 0.01 0.09
H -0.741 -2.413 -3.263 -0.16 -0.83 -0.32 0.10
C 3.813 0.192 -3.333 0.24 0.39 -0.37 -0.13
O 2.408 0.377 -3.426 -0.08 0.83 0.57 -0.18
H 4.199 0.443 -4.341 0.45 -0.61 0.60 0.09
H 4.300 0.856 -2.600 -0.37 0.09 -0.17 0.08
H 4.054 -0.820 -2.971 -0.19 0.17 -0.63 0.07
H 2.228 1.348 -3.254 -0.08 -0.90 -0.03 0.06
C -3.598 -2.524 -1.154 0.45 1.26 0.46 -0.18
O -3.870 -3.732 -1.827 -0.11 0.18 0.78 -0.10
H -4.380 -2.360 -0.420 -0.03 -0.11 0.30 0.07
H -2.581 -2.439 -0.637 -1.30 -0.48 -0.61 0.09
H -3.664 -1.667 -1.847 0.14 -0.20 0.08 0.08
H -3.040 -3.883 -2.251 0.65 -0.52 -0.84 0.00
C -3.113 -0.746 2.966 0.43 0.64 -0.06 -0.12
O -2.152 -1.113 1.964 -0.74 1.24 0.57 -0.16
H -2.772 -0.940 4.018 -0.35 -0.22 -0.91 0.10
H -3.198 0.337 2.862 -0.08 0.00 0.24 0.05
H -4.122 -1.118 2.751 0.30 -0.41 0.22 0.08
H -1.952 -2.046 2.000 0.28 -1.15 0.05 0.02
C 1.118 5.178 2.765 0.76 0.85 0.74 -0.16
O 1.268 4.706 1.466 -0.34 -0.89 -1.12 -0.15
H 0.613 4.478 3.419 0.21 -0.36 0.20 0.07
H 2.128 5.453 3.134 -0.59 -0.30 0.24 0.09
H 0.522 6.084 2.796 -0.19 0.32 -0.19 0.07
H 0.830 3.832 1.422 0.40 0.47 0.21 0.04
C -1.815 -4.789 2.530 -1.57 0.95 0.45 -0.13
O -1.157 -3.622 1.990 0.13 -1.38 -0.75 -0.17
H -1.140 -5.570 2.871 0.29 0.03 -0.21 0.07
H -2.361 -4.403 3.439 0.49 -0.53 -0.86 0.09
H -2.599 -5.223 1.840 0.96 0.49 0.54 0.10
H -0.785 -3.860 1.099 -0.35 0.42 0.69 0.07
```
Positions in Å, forces in eV/Å.